Below is a single C4H7NO2 molecule, with properties calculated with wB97M-V/def2-TZVPD.

Structure (XYZ):
```
14
Properties=species:S:1:pos:R:3:forces:R:3:mulliken_charge:R:1
C -0.730 -1.487 0.283 0.0 0.0 0.1 -1.284
C 0.029 -0.223 -0.030 -0.1 -0.2 -0.1 1.130
C 0.512 -0.105 -1.442 0.0 -0.2 -0.2 -0.186
O 0.619 -1.071 -2.162 -0.1 0.5 0.2 -0.499
C 0.940 0.523 0.907 0.2 0.0 0.1 -0.697
N -0.418 0.957 0.715 0.0 -0.2 0.1 -0.332
O -0.497 2.149 -0.049 -0.2 0.2 -0.1 -0.391
H -1.648 -1.492 -0.317 0.1 -0.1 0.1 0.274
H -0.154 -2.376 0.019 0.0 0.1 0.1 0.299
H -1.013 -1.521 1.338 0.1 0.0 -0.1 0.418
H 0.821 0.904 -1.775 0.0 -0.1 0.0 0.361
H 1.705 1.128 0.417 -0.1 -0.1 0.1 0.322
H 1.207 0.141 1.889 -0.1 0.0 -0.1 0.252
H -1.373 2.471 0.207 0.2 0.1 -0.1 0.334
```
Forces are in eV/Å.

Results
HOMO energy in eV: -9.69
SMILES: C[C@]1(C=O)CN1O
Energy in a.u.: -361.74797
Gap between HOMO and LUMO in eV: 10.6
Relative energy (zero: lowest compared OMol25 entry of this formula, charge and spin) in kJ/mol: 348.91
2S+1: 1
Lowest unoccupied orbital energy in eV: 0.874